Formula: C4H4N2O2
Source: the Open Molecules 2025 dataset
Level of theory: ωB97M-V/def2-TZVPD

ORCA input file:
```
! RIJCOSX wB97M-V def2-TZVPD def2/J DEFGRID3
* xyz 0 1
O -2.911 -0.209 -0.005
N -1.997 0.828 -0.018
C -0.792 0.460 -0.016
C 0.280 1.433 0.008
N 1.527 1.139 -0.007
C 1.851 -0.259 0.015
C 0.895 -1.188 -0.016
O -0.467 -0.884 -0.017
H -2.404 -1.052 0.120
H 0.004 2.491 -0.012
H 2.902 -0.496 -0.048
H 1.112 -2.264 -0.004
*
```

Its total energy is -11284.95754 eV. As for the HOMO-LUMO gap: 8.879 eV. As for the SMILES: O/N=c1/cncco1.

The computed Mulliken charges, all in e, follow:
1 O -0.3434
2 N -0.4204
3 C 0.6891
4 C 0.0325
5 N -0.5317
6 C -0.2618
7 C -0.2522
8 O -0.4343
9 H 0.3971
10 H 0.3960
11 H 0.3600
12 H 0.3690

---

Formula: C12H20F6PtSb4Se4
Source: the Open Molecules 2025 dataset
Level of theory: ωB97M-V/def2-TZVPD

ORCA input file:
```
! RIJCOSX wB97M-V def2-TZVPD def2/J DEFGRID3
* xyz -1 2
Pt 0.961 1.183 1.549
Se 4.476 1.722 5.266
Sb 2.633 0.454 4.450
Se 0.654 1.961 3.781
Se 3.064 -0.047 1.936
Se 1.966 -1.496 5.660
C 0.203 1.787 -2.803
Sb 1.247 1.215 -1.061
C 3.180 1.919 -1.550
C 1.640 -0.817 -1.677
C 0.380 -1.575 -1.974
C -0.168 -1.497 -3.259
C -1.359 -2.116 -3.591
C -2.029 -2.863 -2.632
C -1.482 -2.978 -1.366
C -0.288 -2.343 -1.012
C 0.197 -2.487 0.404
Sb -0.544 -0.935 1.692
C -0.770 -2.110 3.414
C -2.555 -0.803 1.045
H -0.808 1.388 -2.782
H 0.759 1.381 -3.648
H 0.159 2.871 -2.849
H 3.350 1.790 -2.620
H 3.906 1.345 -0.977
H 3.276 2.972 -1.291
H 2.243 -1.252 -0.881
H 2.256 -0.745 -2.575
H 0.369 -0.936 -4.015
H -1.755 -2.024 -4.595
H -2.961 -3.360 -2.868
H -1.983 -3.590 -0.623
H 1.281 -2.473 0.507
H -0.189 -3.408 0.843
H -1.514 -2.872 3.172
H -1.097 -1.501 4.252
H 0.188 -2.554 3.671
H -2.971 -1.806 0.952
H -2.599 -0.288 0.088
H -3.108 -0.225 1.784
F -1.660 2.048 1.261
Sb -1.463 3.898 0.921
F -1.346 5.728 0.477
F 0.415 3.885 1.102
F -1.118 3.375 -0.880
F -1.720 4.234 2.739
F -3.315 3.944 0.561
*
```

Its total energy is -319863.28435 eV. As for the HOMO-LUMO gap (spin up / spin down): 5.223 / 5.288 eV.

The computed Mulliken charges, all in e, follow:
1 Pt 1.8455
2 Se -0.6223
3 Sb 0.6434
4 Se -0.3105
5 Se -0.5193
6 Se -0.6183
7 C -1.4026
8 Sb 0.5698
9 C -1.2659
10 C -1.4777
11 C 0.7691
12 C -0.5233
13 C -0.7081
14 C -0.7313
15 C -0.5094
16 C 0.7650
17 C -1.6095
18 Sb -0.1520
19 C -1.1991
20 C -1.3317
21 H 0.3717
22 H 0.4192
23 H 0.4051
24 H 0.3424
25 H 0.3661
26 H 0.3919
27 H 0.4901
28 H 0.6139
29 H 0.3714
30 H 0.4002
31 H 0.4019
32 H 0.4085
33 H 0.5080
34 H 0.6383
35 H 0.4075
36 H 0.3764
37 H 0.2974
38 H 0.4681
39 H 0.3035
40 H 0.4243
41 F -0.6589
42 Sb 2.4393
43 F -0.5541
44 F -0.5846
45 F -0.5589
46 F -0.5305
47 F -0.5700

---

Formula: C6H14NO
Source: the Open Molecules 2025 dataset
Level of theory: ωB97M-V/def2-TZVPD

ORCA input file:
```
! RIJCOSX wB97M-V def2-TZVPD def2/J DEFGRID3
* xyz 1 1
C 0.853 -2.606 0.789
C 0.260 -1.989 -0.245
O -1.156 -1.752 -0.168
C 0.917 -1.509 -1.488
H 1.920 -2.748 0.773
H 0.324 -2.947 1.662
H -1.535 -2.098 -1.025
H 1.974 -1.746 -1.475
H 0.433 -1.926 -2.397
H 0.791 -0.391 -1.579
C 0.411 1.742 1.580
C -0.327 1.794 0.277
C -0.009 2.511 -0.825
N -1.499 0.892 0.229
H 1.237 2.444 1.577
H -0.272 2.001 2.417
H 0.803 0.750 1.722
H -0.589 2.433 -1.745
H 0.870 3.161 -0.776
H -2.013 0.917 1.136
H -1.245 -0.110 0.089
H -2.148 1.176 -0.529
*
```

Its total energy is -9979.10902 eV. As for the HOMO-LUMO gap: 9.903 eV.

The computed Mulliken charges, all in e, follow:
1 C -0.9606
2 C 0.7039
3 O -0.6877
4 C -0.8708
5 H 0.2593
6 H 0.3086
7 H 0.3900
8 H 0.3651
9 H 0.3083
10 H 0.1704
11 C -1.2100
12 C 0.6419
13 C -0.9043
14 N -0.1526
15 H 0.3921
16 H 0.3479
17 H 0.3010
18 H 0.2693
19 H 0.2700
20 H 0.4188
21 H 0.2378
22 H 0.4016

---

Formula: C3H3N2OS
Source: the Open Molecules 2025 dataset
Level of theory: ωB97M-V/def2-TZVPD

ORCA input file:
```
! RIJCOSX wB97M-V def2-TZVPD def2/J DEFGRID3
* xyz 1 1
O -2.785 -0.552 0.027
N -1.616 -0.337 0.004
N -0.687 -1.332 -0.092
C 0.605 -1.147 0.017
C 1.155 0.141 0.034
C 0.403 1.314 -0.040
S -1.272 1.479 0.004
H 1.140 -2.014 0.011
H 2.275 0.108 0.031
H 0.782 2.341 0.005
*
```

Its total energy is -19010.45820 eV. As for the HOMO-LUMO gap (spin up / spin down): 8.116 / 8.117 eV. As for the SMILES: O=[n+]1ncccs1.

The computed Mulliken charges, all in e, follow:
1 O -0.4011
2 N 0.8149
3 N -0.5091
4 C 0.1071
5 C -0.4988
6 C 0.0757
7 S 0.2115
8 H 0.5338
9 H 0.3158
10 H 0.3503

---

Formula: C4H15NO3
Source: the Open Molecules 2025 dataset
Level of theory: ωB97M-V/def2-TZVPD

ORCA input file:
```
! RIJCOSX wB97M-V def2-TZVPD def2/J DEFGRID3
* xyz 0 1
C 1.718 1.174 0.620
N 0.854 0.265 -0.122
C 0.884 -1.057 0.561
C 1.062 0.154 -1.533
C -0.146 -0.401 -2.292
O -0.735 -1.543 -1.727
H 1.509 1.233 1.669
H 2.824 0.806 0.537
H 1.780 2.146 -0.004
H -0.103 -1.398 0.899
H 1.505 -0.998 1.520
H 1.246 -1.924 -0.100
H 1.856 -0.597 -1.799
H 1.466 1.008 -2.072
H 0.044 -0.615 -3.377
H -0.901 0.382 -2.589
H -1.053 -1.326 -0.831
O -2.276 1.387 1.091
H -1.334 1.215 0.945
H -2.395 2.285 1.404
O -2.804 -0.846 2.697
H -2.870 0.010 2.246
H -2.128 -1.359 2.258
*
```

Its total energy is -12022.23573 eV. As for the HOMO-LUMO gap: 9.597 eV. As for the SMILES: CN(C)CCO.O.O.

The computed Mulliken charges, all in e, follow:
1 C -1.1310
2 N 0.3209
3 C -0.8248
4 C -0.7002
5 C -0.4960
6 O -0.5106
7 H 0.3859
8 H 0.3648
9 H 0.2952
10 H -0.0021
11 H 0.3578
12 H 0.3294
13 H 0.2916
14 H 0.4042
15 H 0.3742
16 H 0.2447
17 H 0.3444
18 O -0.7071
19 H 0.3467
20 H 0.2912
21 O -0.6596
22 H 0.3977
23 H 0.2827

---

Formula: C3H10NO
Source: the Open Molecules 2025 dataset
Level of theory: ωB97M-V/def2-TZVPD

ORCA input file:
```
! RIJCOSX wB97M-V def2-TZVPD def2/J DEFGRID3
* xyz 1 1
O -0.432 -1.656 2.755
C -0.659 -0.497 2.022
C -0.661 -0.959 0.543
N -0.712 0.038 -0.334
C 1.314 1.567 -2.500
H -0.370 -1.471 3.701
H 0.042 0.319 2.174
H -1.658 -0.071 2.200
H 0.326 -1.488 0.332
H -1.431 -1.728 0.331
H -1.044 -0.320 -1.250
H 1.143 2.157 -3.398
H 0.378 1.379 -1.981
H 1.798 0.626 -2.772
H 1.965 2.104 -1.822
*
```

Its total energy is -6798.58295 eV. As for the HOMO-LUMO gap: 6.041 eV.

The computed Mulliken charges, all in e, follow:
1 O -0.4789
2 C -0.4618
3 C -0.2833
4 N -0.0607
5 C -0.8855
6 H 0.3323
7 H 0.3611
8 H 0.3157
9 H 0.4153
10 H 0.4199
11 H 0.3821
12 H 0.2867
13 H 0.1179
14 H 0.2576
15 H 0.2817

---

Q: Which ΔE to the lowest compared entry with this formula, charge and spin values were calculated for the entries above? A: 345.62, 54.99, 109.59, 433.78, 191.29, 552.65, in kJ/mol.
Q: Which strongest force on any atom values were calculated for the entries above? A: 1.41, 1.50, 1.91, 4.86, 4.48, 2.11, in eV Å⁻¹.